Entry 1:
C3H12NS2 as an isolated structure in a non-equilibrium geometry. Source: the Open Molecules 2025 dataset; level of theory: ωB97M-V with the def2-TZVPD basis set.

## Properties
2S+1   1
Total charge   +1
Highest occupied orbital energy   -13.29 eV
Lowest unoccupied orbital energy   -9.2 eV
Energy   -972.1772 hartree
Strongest force on any atom   2.35 eV/Å
Kohn-Sham gap   4.1 eV
Energy above the lowest of the compared OMol25 structures with the same formula, charge and spin   133.4 kcal/mol

Positions of all 18 atoms, in Å:
C  -0.47670  -1.39882  -1.98552
N  0.93629  -1.72289  -1.93045
H  -1.09866  -2.17849  -1.57296
H  -0.75224  -0.53023  -1.42330
H  -0.82592  -1.16016  -2.98745
H  1.12155  -2.18177  -1.05376
H  -0.00585  0.01119  0.50311
H  1.41685  -0.80970  -1.93630
C  -1.90814  0.68396  1.55359
S  -0.94282  -0.83248  1.23703
S  0.67782  1.46743  -0.33678
C  1.80883  1.43595  1.03271
H  -1.23580  1.44703  1.92752
H  -2.34922  1.05638  0.62303
H  -2.70984  0.41055  2.28814
H  2.17968  2.42115  1.30827
H  1.40796  1.01918  1.97523
H  2.75622  0.86173  0.77791

Force components x, y, z for each atom (eV/Å):
-0.57 -0.48 -0.55
-0.43 1.69 0.29
-0.03 -0.52 -0.17
-0.22 0.62 0.48
0.17 -0.31 -0.30
0.47 -0.33 0.13
0.23 -0.23 -0.06
0.36 -0.88 -0.17
-0.61 -0.50 0.52
0.07 1.59 -0.74
0.09 -0.82 1.25
2.04 -1.16 -0.14
-0.11 0.01 0.36
-0.15 -0.37 0.21
0.69 0.33 -0.65
-0.35 0.59 -0.18
-0.36 0.21 -0.46
-1.28 0.56 0.17

Atomic partial charges in e from the natural (NBO) method, atoms 1 to 6:
1 C -0.426
2 N -0.719
3 H 0.213
4 H 0.150
5 H 0.226
6 H 0.359

***

Entry 2:
A single C2H2Cl2O2S molecule in a non-equilibrium geometry. Source: the Open Molecules 2025 dataset; level of theory: ωB97M-V with the def2-TZVPD basis set.

## Properties
2S+1   1
Total charge   0
Highest occupied orbital energy   -10.67 eV
Lowest unoccupied orbital energy   -0.2 eV
Energy   -1546.3250 hartree
Strongest force on any atom   5.83 eV/Å
Kohn-Sham gap   10.5 eV
Structure (SMILES)   C=C(Cl)S(=O)(=O)Cl
Energy above the lowest of the compared OMol25 structures with the same formula, charge and spin   80.9 kcal/mol

Positions of all 9 atoms, in Å:
C  -1.35770  0.01643  -0.23297
C  -0.30251  -0.68059  0.02403
Cl  -0.28537  -2.33005  0.16339
S  1.29757  0.40638  0.04758
O  2.02257  0.23791  -1.16917
O  2.13654  0.05069  1.17383
Cl  0.13569  1.94711  0.18630
H  -1.55171  1.05661  -0.11926
H  -2.09508  -0.70450  -0.07374

Force components x, y, z for each atom (eV/Å):
-2.47 -1.14 0.94
3.64 2.30 -0.45
0.70 -1.33 0.17
1.11 -5.67 0.76
-0.84 1.21 -1.05
-1.61 1.42 0.24
2.67 4.43 0.74
-0.77 -0.78 -0.77
-2.43 -0.45 -0.58

Atomic partial charges in e from the natural (NBO) method, atoms 1 to 6:
1 C -0.425
2 C -0.285
3 Cl 0.115
4 S 2.010
5 O -0.874
6 O -0.869

***

Entry 3:
S2 as an isolated structure in a non-equilibrium geometry. Source: the Open Molecules 2025 dataset; level of theory: ωB97M-V with the def2-TZVPD basis set.

## Properties
2S+1   1
Total charge   0
Highest occupied orbital energy   -9.81 eV
Lowest unoccupied orbital energy   -4.3 eV
Energy   -796.1850 hartree
Strongest force on any atom   5.52 eV/Å
Kohn-Sham gap   5.5 eV
Energy above the lowest of the compared OMol25 structures with the same formula, charge and spin   85.3 kcal/mol

Positions of all 2 atoms, in Å:
S  0.00000  0.00000  1.32594
S  0.00000  0.00000  -1.32594

Force components x, y, z for each atom (eV/Å):
0.00 0.00 -5.52
0.00 0.00 5.52

The net atomic charges from natural (NBO), expressed in e, are:
1 S 0.000
2 S 0.000